The following is a DFT calculation (ωB97M-V with the def2-TZVPD basis set) of C26H38FMoN3O8 as an isolated structure.

Properties
Multiplicity = 3
HOMO energy (spin up / spin down) = -0.6649 / -0.6639 Eh
Net charge = +4
E_tot = -1946.41342 a.u.
Expectation value of S² = 2.010
F_max = 2.63 eV/A
Gap between HOMO and LUMO (spin up / spin down) = 5.848 / 5.834 eV

Cartesian coordinates (Å):
Mo (-0.565, 3.091, 0.355)
C (-3.833, 2.788, -0.204)
C (-3.569, 4.212, 0.288)
O (-2.419, 4.191, 1.135)
C (-2.636, 3.739, 2.483)
C (-1.393, 4.176, 3.259)
O (-0.225, 3.855, 2.477)
C (0.689, 4.955, 2.301)
C (0.180, 5.924, 1.225)
O (-0.211, 5.173, 0.060)
C (0.544, 5.336, -1.148)
C (-0.277, 4.672, -2.253)
O (-0.588, 3.312, -1.893)
C (-1.657, 2.733, -2.649)
C (-2.304, 1.665, -1.765)
O (-2.553, 2.181, -0.459)
H (-4.473, 2.795, -1.093)
H (-4.323, 2.197, 0.581)
H (-4.437, 4.628, 0.814)
H (-3.302, 4.879, -0.542)
H (-2.743, 2.642, 2.507)
H (-3.534, 4.213, 2.903)
H (-1.335, 3.650, 4.220)
H (-1.422, 5.254, 3.449)
H (1.651, 4.512, 2.006)
H (0.842, 5.478, 3.252)
H (0.957, 6.659, 0.991)
H (-0.723, 6.458, 1.553)
H (1.533, 4.863, -1.039)
H (0.670, 6.401, -1.384)
H (0.276, 4.680, -3.202)
H (-1.217, 5.229, -2.385)
H (-1.255, 2.278, -3.564)
H (-2.383, 3.510, -2.922)
H (-1.605, 0.831, -1.616)
H (-3.224, 1.281, -2.221)
C (4.519, -2.454, -1.177)
C (4.097, -2.267, 0.277)
N (2.874, -1.474, 0.379)
C (3.011, -0.159, 0.496)
C (1.958, 0.735, 0.527)
C (2.270, 2.187, 0.654)
O (3.313, 2.630, 1.047)
O (1.271, 2.966, 0.248)
C (0.621, 0.260, 0.464)
O (-0.403, 1.049, 0.470)
C (0.476, -1.168, 0.362)
C (-0.793, -1.765, 0.274)
C (-0.944, -3.115, 0.119)
F (-2.196, -3.575, 0.016)
C (0.161, -4.019, 0.084)
C (1.421, -3.406, 0.164)
C (1.611, -2.030, 0.305)
N (0.016, -5.369, -0.040)
C (0.995, -6.333, 0.418)
C (1.369, -7.321, -0.694)
N (0.143, -7.752, -1.442)
C (-1.088, -7.503, -0.651)
C (-1.255, -6.004, -0.384)
H (5.430, -3.044, -1.207)
H (4.728, -1.495, -1.645)
H (3.758, -2.965, -1.761)
H (4.887, -1.740, 0.813)
H (3.957, -3.226, 0.774)
H (4.015, 0.240, 0.559)
H (-1.677, -1.149, 0.340)
H (2.294, -4.028, 0.079)
H (0.575, -6.879, 1.270)
H (1.898, -5.852, 0.781)
H (1.848, -8.194, -0.245)
H (2.075, -6.879, -1.399)
H (0.207, -8.751, -1.683)
H (0.070, -7.243, -2.334)
H (-1.027, -8.078, 0.275)
H (-1.962, -7.860, -1.201)
H (-1.994, -5.896, 0.419)
H (-1.661, -5.515, -1.274)